(1)
The molecule C5H11N in a non-equilibrium geometry. Source: OMol25; level of theory: wB97M-V/def2-TZVPD.

The geometry in XYZ format:
```
17
Properties=species:S:1:pos:R:3:nbo_charge:R:1
H -1.741 -1.090 0.045 0.209
C -0.679 -1.324 0.273 -0.435
C 0.252 -1.107 -0.925 -0.427
H 1.748 -1.331 1.379 0.210
H -0.493 -2.093 1.067 0.215
N -1.125 1.367 -1.060 -0.842
H 0.755 1.836 -0.383 0.192
H -1.137 2.328 -1.343 0.357
H 1.090 -1.773 -1.060 0.207
H -0.488 1.726 1.021 0.172
H -2.105 1.174 -0.753 0.352
H 2.365 0.237 1.146 0.210
H 0.986 0.008 2.301 0.210
C -0.133 1.292 0.037 -0.205
C 0.331 -0.180 0.267 -0.070
H -0.313 -0.829 -1.857 0.247
C 1.430 -0.308 1.324 -0.602
```

net charge: 0
LUMO: 1.1 eV
Kohn-Sham gap: 10.5 eV
E_tot: -6852.31568 eV
structure (SMILES): CC1(CN)CC1
HOMO energy: -9.4 eV

---

(2)
A cluster of 4 separate species, C3H14O4 in total in a non-equilibrium geometry. Source: OMol25; level of theory: wB97M-V/def2-TZVPD.

The geometry in XYZ format:
```
21
Properties=species:S:1:pos:R:3:nbo_charge:R:1
O 1.926 2.022 -0.216 -0.998
H 2.491 2.770 -0.552 0.456
H 1.846 -1.518 0.092 0.206
H 1.646 -3.358 1.381 0.199
C -0.161 -1.856 -0.522 -0.039
H -3.178 1.444 -1.039 0.486
O -2.488 1.096 -0.396 -0.951
O -0.382 -0.743 -1.407 -0.775
O -0.544 2.709 0.304 -1.011
H 1.406 -2.209 2.621 0.221
C 1.048 -2.613 1.705 -0.586
H 0.183 -2.672 -1.115 0.155
H -1.266 -2.149 -0.208 0.166
H -0.007 -3.176 1.904 0.187
H 0.458 -0.178 -1.563 0.500
H 0.592 -0.626 1.056 0.206
H 1.107 2.544 0.125 0.503
H -2.176 0.280 -0.883 0.515
H -0.686 2.785 1.296 0.476
H -1.253 2.056 -0.086 0.518
C 0.903 -1.642 0.598 -0.434
```

net charge: 0
LUMO: 0.6 eV
Kohn-Sham gap: 10.9 eV
E_tot: -11527.06632 eV
structure (SMILES): CCCO.O.O.O
HOMO energy: -10.3 eV